This record from the OMol25 dataset describes an isolated molecule of C6H9N. The level of theory is wB97M-V/def2-TZVPD.

## Properties
- ΔE to the lowest compared entry with this formula, charge and spin: 304.4 kJ/mol
- E_HOMO: -9.63 eV
- SMILES: C#CC[C@]1(C)CN1
- Spin multiplicity: 1
- LUMO: 1.0118 eV

The geometry in XYZ format:
```
16
Properties=species:S:1:pos:R:3:forces:R:3:mulliken_charge:R:1
N -1.765092 -0.705655 0.199624 -0.2 0.3 -0.1 -0.752
C -0.715401 -0.990923 1.178967 0.2 -0.4 0.4 -0.650
C -0.480390 -0.006069 0.102661 -0.4 0.7 -0.5 1.086
C 0.394345 -0.421647 -1.090881 0.4 -0.1 0.6 -0.668
C 1.748828 -0.403471 -0.508117 -0.2 0.0 0.3 -0.403
C 2.588265 -0.393571 0.351581 0.5 0.1 -0.3 -0.081
C -0.478153 1.510108 0.381382 -0.1 -0.4 0.0 -1.379
H -0.828479 -0.639245 2.203656 0.0 0.2 -0.2 0.262
H 0.536624 1.924936 0.401736 -0.2 -0.2 0.0 0.359
H -2.435511 -0.071727 0.616845 -0.2 0.0 -0.1 0.293
H -0.959565 1.746298 1.338093 0.1 -0.2 -0.1 0.354
H -1.036719 2.052522 -0.399044 0.2 -0.3 0.1 0.312
H 0.296470 0.237432 -1.966272 -0.1 -0.2 0.3 0.287
H 3.384507 -0.363831 1.060139 0.0 0.0 -0.1 0.390
H 0.141677 -1.449627 -1.370132 -0.1 0.2 -0.1 0.331
H -0.345456 -2.020476 1.145183 0.2 0.4 -0.2 0.260
```
Forces are in eV/Å.